255
Properties=species:S:1:pos:R:3:forces:R:3:mulliken_charge:R:1 method="wB97M-V/def2-TZVPD" gap_ev=8.637 homo_energy_ev=-8.29 charge=0 e_lumo_ha=0.0127 molar_mass_g_mol=1464.1 energy_ev=-142619.3253
O -4.409413 1.922539 2.708036 -1.04 -0.10 0.49 -0.635
C -3.147133 -0.983371 -4.856064 0.87 0.89 2.01 0.686
O 0.874987 1.091959 3.907546 1.66 -1.62 0.78 0.485
H -3.480123 0.409159 6.389486 0.30 0.47 0.25 0.398
H 1.567907 -6.691091 5.469656 0.06 -0.35 -0.62 0.197
C -1.169583 4.501769 1.395076 -0.91 -0.45 -0.53 -0.334
H 5.821117 0.316609 -1.124364 -0.19 -0.08 -0.69 -0.074
O 6.647557 -1.387381 -2.265404 -1.44 1.12 1.09 -0.405
C 1.791297 -1.123211 -3.593164 0.23 -0.98 0.11 1.919
N -0.360923 -3.414641 -1.572014 -1.59 -0.62 1.02 1.145
O 1.946697 4.498399 -3.539844 -0.75 0.60 -0.42 -0.547
H 0.747887 -1.424161 -3.499204 -0.29 0.02 0.03 -1.573
H -2.066803 -5.675461 3.552276 0.22 -0.19 0.22 0.476
H -2.721213 -0.097461 -5.327064 -0.49 0.56 -0.18 0.478
H -2.565003 -2.970901 4.442936 -0.38 0.29 0.13 0.177
H -5.952273 3.836289 -2.290224 0.69 0.00 0.23 0.178
H 2.364897 -1.676911 -2.849864 -0.21 0.29 0.63 -0.157
H -3.361323 0.982539 1.140536 -0.28 0.04 -0.07 -0.122
O -3.965103 3.945579 6.808226 -0.26 -0.58 0.38 -0.475
H -1.561193 5.139829 0.602856 1.48 0.36 -0.62 0.466
C 4.284277 3.926159 1.334966 -1.59 -0.52 0.38 -0.861
H 3.491237 -4.210091 5.565926 -0.77 -0.13 -0.08 0.308
H -5.418303 0.071099 2.582766 0.65 -0.21 -0.25 -0.191
H 3.961327 1.841299 -0.463054 0.28 -0.83 -0.07 0.174
H 2.051057 -4.116171 -1.423804 0.51 0.13 -0.24 -0.157
C -2.086673 5.836779 -2.968014 -1.79 -1.97 0.36 -0.978
H -0.470713 -5.054681 -2.895844 -0.08 -0.47 0.69 0.794
O 2.355757 -5.594471 -2.932414 -1.46 0.35 0.69 -0.289
H 2.808177 4.637459 2.857786 -0.09 -0.30 -0.13 0.408
H 2.255157 -2.406941 -7.426804 -0.36 -0.34 -0.35 0.416
H -3.989063 -3.055411 6.874416 -0.21 -0.02 -0.72 0.250
O -2.637273 4.564759 -5.014244 0.62 1.03 2.57 -0.264
H -5.097793 0.586399 4.227836 0.09 0.36 0.15 -0.024
H 3.079327 0.398889 -3.503244 0.00 1.26 -0.73 0.644
N -0.859763 1.886239 6.345416 0.23 0.90 -1.41 -0.375
N 2.396197 -1.499661 -4.855824 -1.04 -1.77 -1.32 -0.154
H -4.230503 4.008379 -6.105954 -0.26 -0.15 -0.35 0.299
H -7.221863 2.757769 -2.207184 -0.19 -0.79 0.12 0.315
H -3.047933 -4.365181 5.351596 -0.69 -0.08 0.08 0.841
H 0.144417 -5.218631 3.713386 0.16 0.09 -0.23 0.433
C 1.990457 0.353749 -3.524064 -1.90 0.26 0.51 -0.957
C 0.836657 0.041769 2.965366 -2.81 0.48 -2.65 0.231
C -4.029963 -1.966241 6.862636 0.91 0.44 -0.70 -0.703
C -4.898283 3.226229 5.999816 0.45 0.99 0.65 -0.348
H 3.488157 -2.864461 4.388976 0.01 0.22 0.34 0.140
H -0.468943 -2.969071 1.623586 0.42 -0.46 0.85 0.409
O -3.596653 -1.871501 -5.797254 -2.22 0.23 0.89 -0.464
H -2.038523 3.306509 -1.798994 -0.08 1.15 -0.65 0.594
O 2.435817 -4.497201 3.736526 1.26 0.53 -1.45 -0.042
H -3.776183 4.460469 -3.236844 0.15 -0.31 -0.06 -0.327
H 2.708287 1.046179 0.634006 0.43 0.02 0.07 -0.458
H -0.234343 -0.043981 2.781786 -0.44 -0.61 0.48 -0.392
H 2.970697 0.700799 4.496876 -0.47 -0.19 0.10 0.336
H -6.625633 3.452089 -0.695824 -0.19 0.21 0.11 0.301
H 0.774097 -2.806311 -5.425144 -0.38 0.22 -0.17 0.341
H 7.566427 0.309289 -1.653874 -0.28 0.31 0.10 0.306
H -4.770013 -1.588641 -3.504084 -0.03 -0.59 -0.37 0.313
H -2.731473 4.396059 -7.003224 -0.10 -0.03 0.01 0.253
H 3.527297 3.987119 -4.571624 0.18 -0.62 -0.08 0.273
C 2.429287 -3.217071 -6.718664 0.08 -0.46 1.20 -0.638
H 1.151977 -5.581811 -1.180334 0.35 -0.47 0.13 0.567
C -2.692753 -2.601441 -6.476044 0.68 -1.46 -2.39 -0.749
C -2.611193 -0.126051 6.006586 1.15 -0.32 -0.03 0.705
C -4.598493 -0.189381 -1.438404 -1.13 -0.03 0.95 1.010
H 4.138127 -3.003931 -3.835994 -0.18 0.35 -0.26 -0.571
C 2.193427 1.457349 4.389266 -1.32 1.92 -0.50 -0.740
H 9.825087 -2.309341 -5.679074 -0.34 0.52 0.09 0.310
N -1.181693 4.720159 -2.648924 1.77 2.02 -1.02 -0.628
H -1.051343 0.235789 7.490666 0.08 -0.59 0.04 0.358
C 1.860727 -2.821241 -5.340864 0.65 0.58 -0.24 0.628
H -0.356643 -0.083501 5.888416 -0.21 -0.08 -0.05 0.292
C -2.944473 -3.986951 4.334566 1.45 0.07 -0.50 -0.864
H -5.001663 -1.201621 -1.407744 -0.01 -0.58 0.16 0.678
O 1.279957 0.987209 -4.630424 1.60 -0.46 -0.67 -0.650
H -3.422293 2.278659 -1.512634 -0.91 0.75 -0.14 0.747
H -1.980593 1.726239 -1.657584 0.72 -0.84 -0.02 -1.014
C -4.253373 -0.677761 -3.806564 -1.13 0.40 -1.70 -0.670
H -3.172793 -5.643491 1.601206 0.62 0.86 -0.22 0.177
H -2.070243 -2.537651 2.161666 0.21 -0.43 0.48 -0.421
O 2.825747 8.789819 0.498406 0.73 -1.96 -0.70 -0.195
H 4.494657 -4.254001 4.178496 0.06 -0.36 -0.42 0.364
C 3.233637 1.954989 0.340456 0.53 1.20 -0.46 0.495
H -1.886503 -2.022651 -6.926674 0.34 0.17 0.25 0.332
N 1.360457 -2.149651 1.855266 0.15 -0.81 0.18 1.574
H 1.252157 -1.548351 1.051026 -0.45 0.50 -0.42 -0.723
H -0.289743 3.866919 1.290326 0.51 0.73 -0.71 -0.491
H 2.506577 2.587399 -0.168994 -0.51 0.36 0.55 0.003
H -6.320933 1.365919 3.099326 0.00 0.35 0.77 0.405
C 3.116477 3.652989 -3.618904 -1.35 0.88 -0.58 -0.641
H 0.234577 6.340799 -2.246264 -0.64 0.33 -0.41 0.581
O -2.772663 -1.520901 6.376676 1.85 0.52 0.51 -0.442
H -2.016013 -3.165801 -2.857664 0.08 1.21 -0.57 -0.023
H -2.381503 -5.148861 -1.905254 -0.30 -0.36 -0.09 0.290
H -2.965393 -0.316021 -2.354094 0.75 0.40 -0.39 -1.112
H 3.236017 -6.003511 -6.826574 0.17 0.15 0.09 0.281
H -0.229483 1.938209 5.557926 0.48 0.14 0.05 0.109
H -2.633633 -0.063501 4.918616 -0.28 -0.11 -0.26 -0.285
H 5.327157 -4.604821 -5.616834 -0.28 0.48 -0.29 -0.061
C -6.322973 3.031859 -1.654944 -0.81 0.69 0.15 -0.922
C -1.805933 -3.129751 -1.788704 1.20 -0.53 -0.59 0.409
H -3.220733 -6.429931 0.081806 1.19 -0.13 -0.57 0.461
H -0.070143 -3.545261 4.030336 -0.30 0.19 0.29 -1.155
H -4.227963 -1.769691 7.916326 -0.12 0.95 0.00 0.213
C -3.331633 -5.447521 0.540796 -1.74 -2.01 0.04 -1.231
O -5.377893 2.036969 -1.458694 0.30 -0.50 -0.38 -0.245
C 6.280487 -4.456391 -5.109664 -0.53 -0.08 -1.35 -0.341
H 3.098017 -7.166931 -1.689284 -0.56 0.28 0.39 0.274
H 6.573557 -5.501701 -5.011894 0.74 0.11 0.12 0.397
H 3.420687 -2.398781 1.814006 0.50 0.16 -0.53 0.385
O 0.785897 -0.674341 -0.767344 1.20 -0.06 -0.66 -2.197
C -1.112723 5.384419 2.594236 1.54 -0.46 1.69 0.424
O -1.209973 -0.484121 0.374126 -1.69 0.54 1.70 -1.615
H 0.160437 -2.563211 -1.419204 0.09 0.35 -0.17 -0.411
H -2.460703 2.323699 5.090926 -0.66 0.46 0.10 -0.690
H 5.198967 4.012309 1.921506 -0.18 0.46 0.08 0.354
H -1.139293 7.581769 3.876346 -0.09 0.17 0.92 0.302
H 2.290017 4.670649 1.097416 -0.54 -0.26 0.31 -0.402
N -1.416733 -2.694791 1.407786 -0.06 -0.45 0.88 2.180
H 7.001277 -0.633521 -0.291654 0.02 -0.39 0.03 0.284
C 2.581057 7.092369 2.172716 -0.63 1.19 1.57 -0.485
H 2.757227 2.623939 -3.629074 0.51 0.03 -0.05 0.136
H -1.303623 4.789029 3.487076 -0.93 -0.15 0.35 -0.477
C -2.036343 2.364449 2.228706 -0.40 -0.52 -0.22 0.374
C 3.092747 4.814619 1.820606 2.39 0.04 -1.31 0.557
O -2.662273 -4.395941 -0.036584 0.40 -0.79 1.93 -0.569
H 2.159767 4.940149 -1.648514 -0.33 1.12 0.75 0.646
H 1.933247 2.017469 5.287406 0.57 -0.54 0.59 0.322
C 2.291177 -5.622201 -6.439294 -0.98 0.72 0.02 -0.051
H 3.680317 -4.746371 1.994106 0.16 -0.18 0.35 0.675
H 4.329707 10.207939 0.515166 0.32 -0.21 -0.46 0.338
N -1.833083 -4.698791 3.659996 -0.28 0.57 0.15 0.226
H 1.513297 -6.374591 -6.569384 0.07 -0.05 -0.37 0.269
H 1.978057 -0.841351 -5.497614 0.28 0.35 -0.51 0.542
H -2.031643 -2.192731 -1.279634 -0.21 0.02 -0.43 0.162
H -0.825393 4.481119 -3.563254 -0.09 -0.83 -0.48 0.267
H -3.765583 -4.011811 -1.613484 -0.14 0.02 -0.79 0.515
H 4.021667 -5.589951 -1.808224 0.11 -0.21 0.67 0.271
H 2.285867 -5.449551 -5.363074 0.57 -0.02 0.04 -0.204
H 3.884117 3.845009 -2.869264 -0.22 0.09 0.50 0.260
H -1.104353 1.845859 2.003836 -0.20 -0.25 -0.61 -0.980
H 1.533497 -6.710511 7.118136 -0.89 0.53 0.99 0.294
H -3.748733 5.689109 -6.322974 0.02 0.23 -0.11 0.355
H 2.037227 -3.641451 -4.645014 0.51 0.31 0.26 -0.806
C -4.233753 -4.017401 3.504926 1.27 0.26 1.39 -1.383
O 3.911877 2.573609 1.442736 -0.51 -1.24 0.05 -0.383
C 1.334077 4.581209 -2.262924 1.73 -1.93 0.83 -0.340
H -6.001183 -3.575551 1.502006 0.35 -0.48 0.31 0.379
N 3.616987 6.168839 1.738536 -1.48 1.82 0.03 -0.456
O -4.130453 -3.064161 2.466026 -0.33 -0.94 0.69 0.805
H 3.117647 10.213069 -0.896064 0.74 -0.42 -0.20 0.242
H 9.683727 -3.367731 -7.004074 -0.61 -0.69 -0.18 0.330
C -3.372583 4.677879 -6.167974 -0.85 -0.10 -0.64 -0.926
C -3.265323 1.373089 2.153636 3.19 0.45 0.77 1.299
C 3.319497 10.011579 0.155956 -0.66 2.10 -0.38 -0.873
H -0.514343 1.685639 -5.255724 -0.04 -0.15 0.05 0.527
H -2.795623 8.060829 3.460216 0.26 0.10 -0.69 0.288
C 3.501777 -3.947861 4.507986 0.28 0.57 -0.55 -0.796
H -2.274093 -1.333661 -4.305414 0.18 -0.71 0.24 -0.830
H -1.441673 3.728719 5.564406 0.07 -0.15 -0.45 0.368
C 5.186067 -2.711991 -3.767434 -1.20 0.61 0.86 0.353
H 1.577447 6.958759 1.768966 -0.17 -0.56 -0.67 0.110
H -2.852403 0.593619 2.793976 -0.43 -0.76 -0.01 -0.580
H 2.570647 -3.224651 0.439696 -0.07 0.19 0.11 -0.447
H -0.098793 5.257349 -0.937644 0.01 0.03 0.06 -0.204
C 7.299417 -3.684511 -6.035074 -0.72 -1.02 2.01 -0.657
C 1.492867 -1.313401 3.055496 1.71 0.73 1.15 -0.741
H -1.856093 2.732139 3.238866 -0.45 -0.24 0.39 0.370
H -4.974123 -0.022021 -4.295054 -0.51 -0.38 -0.44 0.309
H -2.865373 2.301389 7.685406 -0.92 0.03 0.56 0.306
H -5.850393 3.737709 6.141166 -0.02 0.02 -0.25 0.407
C -2.723643 -4.247441 -1.396834 0.04 -0.02 -0.10 -1.723
H -2.267713 3.977109 7.760776 0.46 -0.38 -0.04 0.347
O -0.213883 1.519809 -0.409674 1.03 1.81 0.29 0.917
H 2.516457 2.263489 3.730566 0.66 -0.32 -0.38 0.000
H -3.241453 -3.025111 -7.317184 -0.07 0.15 -0.37 0.330
H -3.875283 6.030569 -3.986304 -0.39 -0.15 -0.99 0.587
H 2.696777 10.780789 0.612716 -0.13 0.41 0.54 0.341
H 2.216487 9.214579 2.303026 0.16 0.16 0.81 0.490
N -2.244613 3.510249 1.345256 -0.67 -0.88 1.50 -0.265
H 0.497447 -4.323871 6.093496 0.43 -0.42 0.30 0.509
H 6.986307 -2.665031 -6.260324 0.22 0.53 0.75 0.352
N -3.862163 0.040909 -2.651604 1.21 0.39 0.99 0.833
H -3.855643 -0.095011 -0.646344 -0.07 -0.05 0.27 -0.917
H -2.284793 2.650819 -0.318454 -0.05 0.22 0.91 0.653
H -4.544053 3.328469 4.974066 -0.45 -0.68 -0.21 0.016
C -5.334793 -2.771221 1.813586 0.46 1.36 -1.59 -1.300
H -0.170373 5.830539 2.912126 1.20 -0.57 -0.70 0.469
C 3.385307 -6.318581 -2.310454 1.20 0.36 -0.29 -0.809
C 1.528857 -4.912701 -1.953864 -0.93 -0.20 -0.76 -0.419
O -1.898643 6.484679 2.416076 -3.24 1.13 0.44 -0.438
H 3.934007 8.640979 2.335256 0.49 0.80 -0.61 0.385
H -5.026983 2.215639 6.387436 0.15 -0.30 -0.38 0.165
H -5.936353 -1.964951 2.233296 -0.08 -0.23 0.96 0.270
H -1.217893 -4.460191 6.176386 0.01 -0.17 0.59 0.157
H 4.065747 -6.759751 -3.038794 -0.33 0.17 -0.56 0.291
H 4.478067 4.200579 0.298026 0.24 0.07 -0.22 0.219
O -0.334473 -6.284671 6.044716 -0.91 0.98 0.24 -0.367
C 2.959297 8.554509 1.855086 -1.31 -1.50 1.73 -0.960
O 8.508727 -3.823961 -5.250164 -0.96 0.04 -1.63 -0.317
C 5.319387 -1.939181 -2.404604 0.40 -0.89 -1.02 -0.160
C -5.812013 0.716529 -1.083814 0.83 1.17 -1.22 -1.471
H 1.522227 0.835309 -2.665604 0.52 -0.38 0.60 0.385
C -5.322323 0.947219 3.224086 -0.40 0.27 -1.23 -0.193
N -2.468313 2.537419 -1.305144 -0.24 -1.21 -0.69 1.743
H -6.710193 0.445419 -1.638674 -0.06 -0.01 -0.31 0.603
C -1.925923 2.813419 5.904736 0.08 0.11 1.44 0.749
H 0.633627 -7.989091 6.269106 0.27 0.01 0.06 0.299
H -0.626583 0.072409 -4.409094 0.19 -0.15 -0.45 -0.296
H 2.533447 -1.012121 3.176026 0.78 -0.35 -0.03 0.847
O 1.838647 -4.448001 -7.139564 0.06 0.04 -0.27 -0.467
H -1.732113 6.766639 -3.412684 0.77 -0.36 -0.45 0.529
H 3.566237 6.595519 0.824496 1.24 -1.39 -1.41 0.437
H -6.097183 0.750749 -0.032334 0.29 -0.45 0.30 0.220
H 1.032727 0.387419 1.950386 0.94 0.65 -0.18 -0.614
N 5.976887 -3.936441 -3.796234 0.79 1.53 0.84 -0.268
H 7.361197 -4.086331 -7.046424 0.36 -0.82 0.10 0.562
C -0.340693 -4.900681 5.702476 -0.39 0.97 1.14 -0.953
H 0.371117 -3.767111 -3.477394 0.66 0.21 -0.14 -0.210
H 5.430497 -1.991971 -4.548414 -0.06 -0.01 -0.32 0.349
H 4.537177 -1.182001 -2.350394 0.14 0.35 -0.21 0.012
H 10.534087 -3.814811 -5.519304 -0.15 -0.59 -0.05 0.272
C 9.628677 -3.355101 -5.915534 1.78 1.33 0.46 -0.867
H -2.669723 6.721859 4.447546 0.54 -0.93 -0.02 0.218
C -0.127753 1.039819 -4.467334 0.65 0.34 0.99 0.501
H 1.272687 -1.751181 4.029136 -0.43 -0.78 -0.21 0.031
C 0.015387 5.297119 -2.020914 1.58 -0.02 0.54 -0.314
H 5.078147 -2.657271 -1.620874 0.30 -0.14 0.43 0.169
C -1.130073 0.463469 6.427626 -2.46 -1.20 1.48 -1.059
H -3.053263 3.878179 1.825666 -0.66 0.87 -0.64 0.428
H -2.318663 -3.527501 -6.039504 0.39 0.24 1.02 0.249
H -2.492853 6.149919 -2.006214 -0.49 0.10 0.05 0.396
O -1.259273 0.002429 -1.896544 -0.35 0.02 -1.95 -1.267
H -4.941813 -2.275861 0.925726 -0.39 -0.18 -0.59 0.224
C -3.210173 5.182029 -3.825984 0.78 0.95 0.07 -0.025
C 0.227137 -4.298361 -2.536574 0.72 0.13 -1.09 -0.808
H -5.063673 -3.761761 4.163706 -0.29 -0.18 -0.05 0.427
H 1.936247 -5.023001 1.845496 0.04 -0.15 0.05 0.145
H -1.248843 -1.797041 0.976556 -0.04 1.53 -1.00 -0.410
C 2.696377 -4.367691 2.270786 -1.45 0.36 0.24 -1.181
H -1.851433 -3.317151 0.741606 -0.13 -0.57 -0.08 0.731
H -4.681763 -1.509191 6.118086 -1.25 -0.56 0.61 0.330
C 0.874457 -6.926061 6.277126 1.16 -0.45 -1.40 -0.660
C -2.783973 3.242919 7.142276 0.52 -0.03 -1.37 -0.746
C 2.553907 -2.981451 1.502086 -0.22 -0.09 2.98 0.255
C 6.723687 -0.273711 -1.282394 0.83 -1.43 -0.83 -0.329
H 6.776747 -3.480441 -3.381034 1.38 -1.26 0.05 0.423
H -4.266093 -5.058011 3.182176 -0.80 0.00 -0.54 0.394
S -0.438033 0.130189 -0.706664 0.73 -1.48 1.10 0.967
C -0.486973 -4.524091 4.267506 -0.40 -1.77 -1.80 0.783
H 1.293967 3.579199 -1.835774 -0.69 -0.68 -0.22 -0.233
H -0.295693 1.454259 -3.473284 -0.44 0.42 -0.05 -0.550
C -2.135143 7.211189 3.633366 0.39 0.56 -0.98 -0.739
H -4.413623 -5.424071 0.411016 -0.56 0.98 0.11 0.371
H 2.421797 6.940989 3.240336 0.12 0.46 0.38 0.493
H 3.510827 -3.340211 -6.661994 0.26 0.05 0.14 0.218